{"formula": "C35H55CoN2O2P2", "method": "ωB97M-V with the def2-TZVPD basis set", "s2": 3.842, "homo_ev": [-6.35, -10.24], "charge": 1, "orbital_gap_ha": [0.117, 0.199], "energy_ev": -100459.5224, "multiplicity": 4, "lumo_energy_ev": [-3.16, -4.82], "e_above_lowest_kcal_mol": 14.5, "species": ["C", "C", "C", "C", "C", "H", "H", "H", "N", "P", "P", "C", "H", "H", "C", "H", "C", "C", "C", "C", "C", "H", "H", "H", "C", "H", "H", "H", "C", "H", "H", "H", "C", "H", "H", "H", "C", "H", "H", "H", "C", "H", "H", "H", "C", "H", "H", "H", "C", "H", "H", "H", "C", "H", "H", "H", "C", "H", "H", "H", "C", "H", "H", "H", "C", "H", "H", "H", "Co", "C", "O", "N", "C", "C", "C", "C", "C", "H", "C", "H", "C", "H", "H", "H", "C", "C", "C", "O", "C", "H", "H", "H", "H", "H", "H", "H", "H"], "xyz": [[-1.29, -1.47, -2.51], [0.75, -2.52, -1.77], [-1.47, -2.42, -3.51], [0.51, -3.57, -2.70], [-0.57, -3.50, -3.57], [-2.30, -2.30, -4.19], [1.22, -4.38, -2.73], [-0.73, -4.27, -4.31], [-0.21, -1.52, -1.70], [-2.43, 0.00, -0.48], [2.26, -0.84, -0.19], [-2.27, -0.33, -2.28], [-1.90, 0.59, -2.75], [-3.26, -0.54, -2.70], [1.91, -2.37, -0.98], [2.64, -3.19, -0.98], [3.42, 0.06, -1.44], [3.32, -1.31, 1.35], [-3.35, 1.65, -0.29], [-3.51, -1.47, 0.06], [3.46, 1.54, -1.05], [4.08, 1.72, -0.17], [3.89, 2.11, -1.89], [2.46, 1.94, -0.86], [4.85, -0.49, -1.49], [5.43, -0.30, -0.58], [4.88, -1.57, -1.72], [5.37, 0.02, -2.31], [2.84, -0.13, -2.85], [3.31, 0.60, -3.53], [3.03, -1.14, -3.24], [1.76, 0.04, -2.89], [4.02, -0.04, 1.87], [3.33, 0.80, 1.97], [4.44, -0.26, 2.86], [4.86, 0.28, 1.23], [2.42, -1.89, 2.44], [1.72, -1.16, 2.86], [1.85, -2.75, 2.08], [3.07, -2.23, 3.26], [4.35, -2.40, 1.05], [5.10, -2.13, 0.30], [4.88, -2.61, 1.99], [3.86, -3.33, 0.73], [-3.95, -1.23, 1.52], [-4.42, -2.16, 1.88], [-3.09, -1.03, 2.17], [-4.69, -0.43, 1.61], [-2.73, -2.79, -0.02], [-2.53, -3.08, -1.05], [-1.79, -2.76, 0.54], [-3.35, -3.57, 0.45], [-4.75, -1.65, -0.84], [-5.30, -2.52, -0.45], [-5.43, -0.80, -0.83], [-4.47, -1.88, -1.87], [-2.60, 2.74, -1.06], [-2.59, 2.56, -2.14], [-3.11, 3.70, -0.89], [-1.57, 2.85, -0.71], [-3.35, 2.00, 1.20], [-2.34, 1.93, 1.62], [-3.71, 3.04, 1.31], [-4.01, 1.36, 1.80], [-4.80, 1.60, -0.79], [-4.88, 1.25, -1.83], [-5.45, 1.00, -0.14], [-5.19, 2.63, -0.76], [0.01, -0.10, -0.39], [-0.40, -0.90, 1.04], [-0.66, -1.45, 2.05], [0.26, 1.41, -1.45], [0.37, 2.04, -2.44], [0.54, 2.84, -3.57], [0.31, 4.23, -3.46], [0.92, 2.27, -4.81], [0.47, 5.04, -4.58], [0.01, 4.65, -2.50], [1.09, 3.10, -5.91], [1.08, 1.19, -4.88], [0.86, 4.48, -5.80], [0.29, 6.11, -4.50], [1.40, 2.67, -6.87], [0.99, 5.12, -6.68], [0.64, 3.44, 3.43], [0.52, 2.18, 4.28], [0.68, 1.11, 3.21], [0.09, 1.62, 2.00], [-0.11, 3.04, 2.17], [0.22, 4.32, 3.90], [1.68, 3.63, 3.15], [-0.48, 2.05, 4.70], [1.24, 2.10, 5.08], [1.75, 0.91, 3.04], [0.20, 0.17, 3.50], [-1.18, 3.26, 2.32], [0.21, 3.57, 1.27]]}

***

{"formula": "C35H55F5N2O11S2Si", "method": "ωB97M-V with the def2-TZVPD basis set", "homo_ev": -8.79, "charge": 0, "orbital_gap_ha": 0.329, "energy_ev": -105824.8978, "multiplicity": 1, "lumo_energy_ev": 0.16, "species": ["C", "C", "O", "N", "C", "C", "C", "C", "C", "C", "C", "C", "C", "N", "O", "C", "C", "F", "F", "C", "C", "Si", "C", "C", "C", "C", "C", "C", "C", "C", "S", "O", "O", "O", "C", "C", "S", "C", "C", "C", "F", "C", "F", "F", "H", "H", "H", "H", "H", "H", "H", "H", "H", "H", "H", "H", "H", "H", "H", "H", "H", "H", "H", "H", "H", "H", "H", "H", "H", "H", "H", "H", "H", "H", "H", "H", "H", "H", "H", "H", "H", "H", "H", "H", "H", "H", "H", "C", "O", "C", "O", "O", "C", "H", "H", "H", "H", "H", "H", "C", "O", "C", "O", "O", "C", "H", "H", "H", "H", "H", "H"], "xyz": [[-0.19, 0.40, 4.12], [-1.49, -0.33, 3.96], [-1.87, -1.11, 4.80], [-2.27, -0.05, 2.79], [-3.65, 0.25, 3.15], [-2.14, -1.09, 1.76], [-0.96, -0.85, 0.81], [0.33, -1.60, 1.20], [1.12, -2.21, 0.02], [2.64, -1.98, -0.15], [3.40, -1.81, 1.20], [3.34, -2.77, 2.42], [2.05, -3.31, 2.96], [1.50, -4.48, 2.39], [1.49, -2.74, 3.88], [2.94, -0.67, -1.01], [2.26, 0.69, -0.69], [2.10, 0.92, 0.64], [3.12, 1.67, -1.11], [0.93, 0.89, -1.43], [1.01, 1.79, -2.67], [-0.65, 1.78, -3.59], [-0.38, 1.87, -5.44], [-1.61, 3.29, -3.05], [-1.66, 0.25, -3.14], [-2.81, 0.37, -2.35], [-3.54, -0.74, -1.97], [-3.15, -2.00, -2.38], [-2.02, -2.14, -3.17], [-1.28, -1.03, -3.54], [4.73, -0.34, -1.16], [4.97, 0.16, -2.48], [5.24, 0.33, -0.01], [5.29, -1.82, -1.09], [4.48, -2.73, -1.84], [3.20, -3.15, -1.08], [3.67, -4.66, -0.15], [2.20, -3.57, -2.18], [2.79, -4.42, -3.31], [1.71, -5.03, -4.13], [0.88, -4.14, -4.72], [1.47, -6.31, -4.30], [2.23, -7.28, -3.82], [0.45, -6.80, -4.98], [0.64, -0.31, 4.04], [-0.15, 0.80, 5.13], [-0.06, 1.21, 3.41], [-4.13, 0.78, 2.33], [-4.23, -0.65, 3.40], [-3.67, 0.89, 4.02], [-3.05, -1.06, 1.18], [-2.05, -2.06, 2.26], [-1.25, -1.08, -0.21], [-0.75, 0.22, 0.90], [0.00, -2.43, 1.82], [0.94, -0.99, 1.85], [0.60, -1.96, -0.90], [1.01, -3.29, 0.13], [4.45, -1.72, 0.97], [3.13, -0.84, 1.59], [3.74, -2.20, 3.25], [4.04, -3.59, 2.25], [0.53, -4.54, 2.70], [2.00, -5.31, 2.67], [2.63, -0.87, -2.03], [0.56, -0.07, -1.76], [0.23, 1.33, -0.72], [1.22, 2.82, -2.40], [1.78, 1.44, -3.35], [0.31, 1.10, -5.77], [0.03, 2.85, -5.68], [-1.33, 1.75, -5.94], [-1.13, 4.19, -3.44], [-2.65, 3.29, -3.38], [-1.62, 3.38, -1.96], [-3.14, 1.35, -2.03], [-4.42, -0.63, -1.35], [-3.72, -2.88, -2.11], [-1.72, -3.12, -3.51], [-0.40, -1.17, -4.15], [4.26, -2.29, -2.81], [5.09, -3.61, -2.03], [2.53, -5.34, -0.29], [1.69, -2.70, -2.61], [1.42, -4.17, -1.71], [3.41, -3.82, -3.98], [3.42, -5.22, -2.92], [-6.71, 5.58, -5.43], [-5.38, 5.68, -4.92], [-4.99, 6.92, -4.65], [-5.64, 7.92, -4.80], [-3.74, 6.87, -4.18], [-3.19, 8.15, -3.84], [-6.89, 4.53, -5.60], [-7.43, 5.97, -4.71], [-6.80, 6.13, -6.37], [-3.77, 8.63, -3.06], [-3.14, 8.79, -4.72], [-2.18, 7.94, -3.48], [-0.44, -0.05, 9.38], [0.31, 0.89, 10.15], [0.65, 1.99, 9.49], [0.38, 2.24, 8.35], [1.35, 2.78, 10.31], [1.78, 4.01, 9.72], [-0.64, -0.88, 10.04], [-1.38, 0.39, 9.04], [0.13, -0.39, 8.52], [0.93, 4.60, 9.40], [2.44, 3.81, 8.88], [2.33, 4.53, 10.50]]}

***

{"formula": "C35H56BeN3O7", "method": "ωB97M-V with the def2-TZVPD basis set", "homo_ev": -11.19, "charge": 1, "orbital_gap_ha": 0.185, "energy_ev": -56396.1062, "multiplicity": 1, "lumo_energy_ev": -6.15, "e_above_lowest_kcal_mol": 0.0, "species": ["Be", "C", "C", "O", "H", "H", "H", "H", "H", "N", "C", "C", "C", "C", "C", "H", "H", "H", "H", "H", "N", "C", "C", "C", "C", "C", "H", "H", "H", "H", "H", "N", "C", "C", "C", "C", "C", "H", "H", "H", "H", "H", "C", "C", "O", "C", "H", "H", "H", "H", "H", "H", "C", "C", "O", "C", "H", "H", "H", "H", "H", "H", "C", "C", "O", "C", "H", "H", "H", "H", "H", "H", "C", "C", "O", "C", "H", "H", "H", "H", "H", "H", "C", "C", "O", "C", "H", "H", "H", "H", "H", "H", "C", "C", "O", "C", "H", "H", "H", "H", "H", "H"], "xyz": [[1.77, -0.04, 3.63], [-1.20, -0.45, 0.22], [-0.28, 0.68, 0.61], [0.61, 0.36, 1.62], [-0.80, -1.46, 0.12], [-1.82, -0.25, -0.67], [-1.85, -0.56, 1.09], [-0.84, 1.58, 0.89], [0.29, 1.05, -0.27], [2.13, 4.59, 0.67], [2.71, 5.47, -0.15], [3.39, 5.11, -1.30], [3.48, 3.75, -1.64], [2.95, 2.83, -0.76], [2.30, 3.31, 0.37], [2.57, 6.53, 0.06], [3.82, 5.82, -1.99], [3.93, 3.45, -2.57], [3.06, 1.76, -0.89], [1.76, 2.59, 0.98], [3.71, -0.13, 2.13], [4.99, -0.29, 2.52], [5.98, -0.70, 1.66], [5.65, -0.99, 0.34], [4.33, -0.91, -0.05], [3.42, -0.39, 0.85], [5.18, -0.04, 3.56], [7.01, -0.80, 1.97], [6.42, -1.29, -0.36], [4.09, -1.16, -1.07], [2.41, -0.26, 0.48], [0.03, 4.54, -3.53], [0.00, 3.33, -2.97], [-1.12, 2.49, -3.03], [-2.28, 2.96, -3.61], [-2.24, 4.23, -4.16], [-1.07, 4.98, -4.16], [0.94, 2.91, -2.63], [-1.16, 1.56, -2.48], [-3.21, 2.40, -3.62], [-3.11, 4.62, -4.67], [-0.95, 5.92, -4.67], [-1.52, 2.96, 5.61], [-0.60, 2.70, 4.46], [0.22, 1.80, 4.46], [-0.73, 3.58, 3.26], [-1.06, 3.72, 6.24], [-1.65, 2.04, 6.19], [-2.47, 3.27, 5.18], [0.08, 3.50, 2.54], [-0.91, 4.63, 3.51], [-1.63, 3.31, 2.69], [-0.47, -3.85, -2.08], [-1.29, -4.68, -3.03], [-0.92, -5.03, -4.13], [-2.64, -5.14, -2.53], [-0.59, -4.23, -1.06], [-0.85, -2.83, -2.13], [0.58, -3.81, -2.35], [-2.51, -5.96, -1.81], [-3.26, -5.55, -3.32], [-3.08, -4.26, -2.07], [1.16, -3.37, 1.02], [2.23, -3.20, 2.06], [2.13, -2.35, 2.93], [3.46, -4.06, 1.97], [0.23, -2.85, 1.24], [0.78, -4.39, 0.90], [1.51, -2.99, 0.06], [3.98, -3.91, 1.03], [3.22, -5.12, 2.11], [4.11, -3.80, 2.81], [1.50, -0.18, -3.00], [0.68, -0.94, -4.01], [1.22, -1.80, -4.67], [-0.77, -0.64, -4.23], [1.61, 0.86, -3.32], [2.47, -0.56, -2.69], [0.94, -0.09, -2.06], [-1.16, -1.55, -4.68], [-0.93, 0.28, -4.79], [-1.22, -0.62, -3.23], [-3.82, 2.29, 1.41], [-4.41, 0.96, 1.82], [-4.22, 0.48, 2.91], [-4.91, 0.08, 0.69], [-4.39, 2.64, 0.55], [-2.78, 2.20, 1.10], [-3.84, 3.03, 2.21], [-5.02, -0.95, 1.02], [-4.20, 0.08, -0.15], [-5.78, 0.51, 0.20], [-3.04, -3.30, 0.50], [-2.38, -4.12, 1.57], [-2.06, -5.28, 1.38], [-2.11, -3.49, 2.91], [-3.45, -2.35, 0.85], [-3.88, -3.78, -0.01], [-2.34, -3.17, -0.31], [-1.73, -4.17, 3.65], [-3.03, -3.03, 3.29], [-1.45, -2.62, 2.82]]}

***

{"formula": "C35H56N3O2P2Tc", "method": "ωB97M-V with the def2-TZVPD basis set", "s2": 3.845, "homo_ev": [-16.50, -16.49], "charge": 3, "orbital_gap_ha": [0.278, 0.133], "energy_ev": -66515.2894, "multiplicity": 4, "lumo_energy_ev": [-8.93, -12.88], "species": ["C", "C", "C", "C", "C", "H", "H", "H", "N", "P", "P", "C", "H", "H", "C", "O", "C", "H", "C", "C", "C", "C", "C", "H", "H", "H", "C", "H", "H", "H", "C", "H", "H", "H", "C", "H", "H", "H", "C", "H", "H", "H", "C", "H", "H", "H", "C", "H", "H", "H", "C", "H", "H", "H", "C", "H", "H", "H", "C", "H", "H", "H", "C", "H", "H", "H", "C", "H", "H", "H", "Tc", "N", "C", "C", "C", "C", "C", "H", "C", "H", "C", "H", "H", "H", "C", "N", "C", "C", "C", "O", "H", "H", "H", "H", "H", "H", "H", "H", "H"], "xyz": [[-1.66, -1.44, -2.00], [0.62, -1.79, -1.89], [-1.81, -2.33, -3.06], [0.52, -2.90, -2.74], [-0.72, -3.18, -3.35], [-2.75, -2.36, -3.62], [1.42, -3.54, -2.87], [-0.82, -4.01, -4.07], [-0.49, -1.35, -1.25], [-2.41, 0.20, 0.06], [2.47, -0.25, -0.23], [-2.62, -0.31, -1.74], [-2.29, 0.55, -2.33], [-3.64, -0.54, -2.03], [0.55, 1.64, 1.29], [0.98, 2.57, 1.85], [1.83, -0.90, -1.90], [2.67, -1.38, -2.35], [3.94, 0.56, -1.36], [3.38, -1.02, 1.37], [-3.10, 1.96, 0.02], [-3.60, -1.09, 0.80], [3.67, 2.04, -1.08], [3.63, 2.28, -0.01], [4.47, 2.65, -1.53], [2.73, 2.37, -1.52], [5.35, 0.12, -0.99], [5.66, 0.25, 0.04], [5.49, -0.93, -1.27], [6.04, 0.69, -1.62], [3.92, 0.23, -2.88], [4.61, 0.90, -3.41], [4.30, -0.80, -3.06], [2.94, 0.31, -3.36], [4.01, 0.21, 2.04], [3.23, 0.96, 2.26], [4.47, -0.10, 2.99], [4.78, 0.71, 1.44], [2.35, -1.58, 2.35], [1.69, -0.79, 2.73], [1.74, -2.38, 1.92], [2.88, -1.99, 3.23], [4.35, -2.16, 1.04], [5.23, -1.85, 0.46], [4.73, -2.56, 1.99], [3.84, -2.98, 0.50], [-4.07, -0.58, 2.17], [-4.63, -1.40, 2.66], [-3.23, -0.30, 2.82], [-4.77, 0.26, 2.08], [-2.84, -2.42, 0.94], [-2.53, -2.80, -0.04], [-1.95, -2.31, 1.57], [-3.52, -3.15, 1.39], [-4.84, -1.37, -0.08], [-5.54, -1.96, 0.53], [-5.36, -0.46, -0.40], [-4.59, -1.97, -0.96], [-2.30, 2.81, -1.00], [-2.46, 2.45, -2.03], [-2.69, 3.84, -0.92], [-1.23, 2.81, -0.78], [-2.98, 2.59, 1.42], [-1.92, 2.73, 1.71], [-3.46, 3.58, 1.36], [-3.49, 2.00, 2.20], [-4.56, 1.94, -0.44], [-4.66, 1.48, -1.44], [-5.24, 1.44, 0.28], [-4.87, 2.99, -0.52], [-0.08, 0.18, 0.28], [0.23, 1.14, -1.31], [1.15, 0.57, -2.24], [1.10, 1.48, -3.45], [0.93, 2.83, -3.11], [1.03, 1.10, -4.83], [0.85, 3.84, -4.05], [0.77, 3.07, -2.04], [0.98, 2.11, -5.81], [0.94, 0.03, -5.06], [0.88, 3.46, -5.42], [0.73, 4.90, -3.74], [0.97, 1.83, -6.89], [0.82, 4.23, -6.18], [-0.95, -1.45, 6.08], [-0.75, -1.63, 4.66], [-0.34, -2.94, 4.18], [-0.81, -0.61, 3.77], [-1.18, 0.73, 4.30], [-0.57, -0.86, 2.56], [-0.93, -2.43, 6.56], [-1.93, -0.99, 6.29], [-0.18, -0.82, 6.55], [-0.94, -3.24, 3.31], [0.73, -2.96, 3.90], [-0.51, -3.64, 5.00], [-0.42, 1.07, 5.02], [-1.22, 1.45, 3.48], [-2.15, 0.71, 4.81]]}